one | A cluster of 8 separate species, C14H43NO11 in total. Source: the OMol25 dataset; level of theory: ωB97M-V with the def2-TZVPD basis set.

Each line ends with the Löwdin charge.
Geometry (Å):
C (59.40000, 33.00300, 16.80900)  -0.107
O (59.19500, 34.29600, 16.29100)  -0.168
C (58.75300, 34.47200, 14.97000)  -0.221
C (58.92300, 35.94300, 14.50600)  -0.061
N (58.72500, 36.10700, 13.03900)  0.042
H (59.30700, 35.59200, 12.75200)  0.009
H (57.74600, 35.81500, 12.66200)  0.145
C (58.75300, 37.52400, 12.56400)  -0.056
C (58.86900, 37.53100, 10.96600)  -0.185
O (58.90800, 38.96100, 10.60800)  -0.201
C (58.83300, 38.95700, 9.11900)  -0.088
H (59.64700, 32.98000, 17.96300)  0.144
H (59.91600, 32.30100, 16.35600)  0.030
H (58.57300, 32.38400, 16.86400)  0.055
H (57.69700, 33.96100, 14.84000)  0.156
H (59.36800, 33.85300, 14.25900)  0.135
H (60.10000, 36.09400, 14.78000)  0.203
H (58.10800, 36.51600, 14.85000)  0.105
H (59.79300, 38.08900, 12.57400)  0.167
H (57.88500, 37.98000, 13.13700)  0.161
H (57.88000, 37.02900, 10.51300)  0.148
H (59.71900, 37.02200, 10.69500)  0.090
H (58.93900, 40.02800, 8.74400)  0.095
H (57.67100, 38.83600, 8.71700)  0.131
H (59.50000, 38.25700, 8.69700)  0.054
C (56.10100, 34.55800, 11.79000)  -0.588
O (56.03900, 35.31700, 13.01400)  -0.182
O (54.98100, 34.13200, 11.22800)  0.152
O (57.19800, 34.39000, 11.27200)  0.002
H (54.21100, 34.42200, 11.71600)  0.071
C (51.71200, 36.06100, 8.38800)  -0.136
C (53.01100, 36.63500, 8.79200)  -0.378
O (52.92100, 38.04200, 8.74200)  -0.028
H (51.62300, 34.92200, 8.53900)  0.104
H (51.50800, 36.35500, 7.29100)  0.090
H (50.79500, 36.57800, 8.82900)  0.090
H (53.80000, 36.01600, 8.45000)  0.093
H (52.93800, 36.23800, 9.83100)  0.102
H (53.81900, 38.19500, 8.99500)  0.061
C (55.11600, 35.58700, 16.49800)  -0.063
O (55.24000, 36.51300, 15.33400)  -0.106
H (55.75200, 34.84300, 16.12300)  0.049
H (54.04400, 35.32200, 16.67600)  0.095
H (55.59400, 35.97500, 17.31900)  0.044
H (55.41900, 35.90800, 14.72200)  -0.089
C (56.71300, 36.03500, 8.03200)  -0.195
O (56.49300, 34.76300, 8.59000)  -0.146
H (56.18900, 36.05300, 6.97400)  0.122
H (57.79900, 36.18200, 8.02700)  0.064
H (56.22400, 36.83500, 8.64300)  0.058
H (56.85700, 34.71100, 9.49800)  0.031
C (53.64000, 37.86800, 12.82200)  -0.054
O (54.95300, 37.60800, 12.20300)  -0.084
H (52.95600, 38.18800, 12.20800)  0.022
H (53.83400, 38.63500, 13.42400)  0.042
H (53.33600, 36.99400, 13.33300)  0.068
H (55.29100, 36.81000, 12.33100)  -0.090
C (56.49400, 31.33500, 9.80600)  -0.088
O (57.39400, 31.76900, 10.84700)  -0.029
H (56.94500, 31.50900, 9.03000)  -0.035
H (55.41200, 31.74200, 9.91700)  0.107
H (56.27400, 30.11500, 9.96300)  0.140
H (57.35900, 32.56200, 10.83700)  -0.167
C (52.61300, 33.66100, 13.70200)  -0.120
O (52.42700, 34.33100, 12.50500)  -0.036
H (52.89700, 32.60800, 13.72000)  0.102
H (51.70900, 33.74900, 14.12700)  0.049
H (53.33200, 34.06700, 14.39200)  0.069
H (51.82400, 34.94600, 12.50600)  0.005

E_LUMO, eV: 0.30
E_HOMO, eV: -9.6239
Charge: 0

two | A cluster of 8 separate species, C14H43NO11 in total. Source: the OMol25 dataset; level of theory: ωB97M-V with the def2-TZVPD basis set.

Each line ends with the Löwdin charge.
Geometry (Å):
C (1.60074, 2.15261, -4.64204)  -0.040
O (2.43774, 1.99961, -3.47104)  -0.152
C (1.85974, 1.16161, -2.56404)  -0.223
C (2.92674, 0.98261, -1.43204)  0.015
N (2.38774, -0.12239, -0.41704)  0.068
H (1.47574, 0.26261, -0.29204)  0.044
H (2.24574, -1.10939, -0.85904)  0.138
C (3.22874, -0.17039, 0.80996)  -0.057
C (2.63574, -1.20439, 1.75196)  -0.165
O (3.52174, -1.23539, 2.91296)  -0.188
C (3.00974, -2.11739, 3.87796)  -0.128
H (1.26974, 1.45161, -5.10404)  -0.019
H (2.10674, 3.03861, -5.35304)  0.171
H (0.75774, 2.68661, -4.46104)  0.046
H (1.78974, 0.32761, -3.09504)  0.086
H (0.92974, 1.64061, -2.16604)  0.153
H (2.89574, 1.89261, -1.10604)  0.065
H (3.91574, 0.55261, -1.80704)  0.165
H (3.01074, 0.77461, 1.16796)  0.115
H (4.10574, -0.50139, 0.63796)  0.075
H (2.68574, -2.14439, 1.33796)  0.092
H (1.60974, -1.15839, 1.89496)  0.102
H (3.81574, -1.94239, 4.61596)  0.089
H (3.38374, -3.12239, 3.42996)  0.122
H (2.03274, -2.02339, 4.40496)  0.103
C (-0.61526, 0.45561, 0.33496)  -0.628
O (-0.49926, -0.61639, -0.54304)  -0.143
O (-1.75526, 0.63461, 0.94596)  0.140
O (0.35974, 1.18661, 0.46896)  0.019
H (-2.48026, 0.24961, 0.36796)  0.156
C (-3.58426, 0.66561, -3.81304)  -0.041
C (-2.27326, 0.74761, -2.89004)  -0.217
O (-1.80026, -0.58939, -2.55804)  -0.106
H (-3.28226, 0.51761, -4.70704)  -0.031
H (-4.24126, 1.62661, -4.08604)  0.126
H (-4.10526, -0.19939, -3.58804)  0.041
H (-2.49926, 1.15761, -1.81204)  0.128
H (-1.51626, 1.27061, -3.25604)  0.033
H (-1.36826, -0.55739, -1.73404)  -0.081
C (-1.76426, 4.04661, 1.01096)  -0.113
O (-0.89526, 3.67161, -0.09204)  -0.052
H (-2.20526, 3.31061, 1.58296)  0.035
H (-2.55026, 4.51361, 0.53596)  0.046
H (-1.19726, 4.66061, 1.84196)  0.124
H (-0.66226, 2.89961, 0.18096)  -0.101
C (-1.85426, -2.86239, 1.65096)  -0.061
O (-0.71426, -2.93739, 0.66996)  -0.173
H (-1.51826, -3.01239, 2.57896)  0.029
H (-2.38126, -3.69139, 1.34496)  0.054
H (-2.33726, -1.92239, 1.67296)  0.047
H (-0.63926, -2.12339, 0.11096)  0.004
C (1.16974, 1.51661, 3.74196)  -0.120
O (0.00274, 2.00661, 3.07796)  -0.099
H (1.20874, 0.47161, 3.71696)  0.038
H (1.09574, 1.77561, 4.83396)  0.111
H (2.04074, 1.72461, 3.26796)  0.037
H (-0.08426, 1.64661, 2.21796)  -0.012
C (-5.42926, -1.23339, 2.20696)  -0.071
O (-4.37026, -0.24939, 2.00596)  -0.081
H (-5.92226, -1.17339, 1.36996)  0.019
H (-6.12126, -0.81539, 2.79896)  0.040
H (-5.16326, -2.31039, 2.41596)  0.122
H (-4.65626, 0.54161, 1.72896)  0.006
C (1.77374, -3.31739, -1.56204)  -0.143
O (2.91874, -2.59739, -1.56504)  -0.191
H (1.92274, -3.99139, -2.31604)  0.059
H (1.02674, -2.29339, -1.75204)  0.169
H (1.58774, -3.73739, -0.63604)  0.049
H (3.73974, -3.13939, -1.84504)  0.156

E_LUMO, eV: 0.13
E_HOMO, eV: -9.2152
Charge: 0

Stability, highest: two

one | A cluster of 2 separate species, C2H6S in total. Source: the OMol25 dataset; level of theory: ωB97M-V with the def2-TZVPD basis set.

Each line ends with the Löwdin charge.
Geometry (Å):
C (-1.70817, -0.15427, 0.12827)  0.171
C (-0.27603, 0.17049, -0.43751)  -0.298
S (2.28779, 0.19714, 0.47454)  0.125
H (-2.66793, -0.56455, -0.21296)  0.066
H (-1.82848, 0.34667, 1.10624)  0.060
H (0.33393, -0.40972, 0.29236)  -0.080
H (3.79681, -0.41102, 0.59090)  -0.145
H (-0.16869, -0.33130, -1.36179)  0.047
H (0.23076, 1.15656, -0.58005)  0.054

E_LUMO, eV: -2.86
E_HOMO, eV: -7.8376
Charge: 0

two | A cluster of 2 separate species, C2H6S in total. Source: the OMol25 dataset; level of theory: ωB97M-V with the def2-TZVPD basis set.

Each line ends with the Löwdin charge.
Geometry (Å):
C (1.34865, -0.34540, 0.25001)  -0.565
S (1.30864, 0.18385, 1.86638)  0.524
H (1.40907, -1.43027, 0.29259)  0.004
H (1.76565, 0.14214, -0.62723)  0.037
C (-1.22277, 0.33637, -0.39705)  -0.038
H (-0.98985, 1.29269, 0.05820)  0.031
H (-2.00820, -0.19528, 0.14325)  0.038
H (-1.35335, 0.23406, -1.47346)  0.035
H (-0.25785, -0.21816, -0.11270)  -0.066

E_LUMO, eV: -0.80
E_HOMO, eV: -8.7127
Charge: 0

three | A cluster of 2 separate species, C2H6S in total. Source: the OMol25 dataset; level of theory: ωB97M-V with the def2-TZVPD basis set.

Each line ends with the Löwdin charge.
Geometry (Å):
C (-0.73415, -0.22603, 0.99895)  -0.114
C (-1.61221, -0.51043, 1.98472)  -0.116
H (0.17019, -0.80151, 0.66155)  0.059
H (-1.21530, 0.31168, 0.18491)  0.033
H (-1.52036, -1.30111, 2.77802)  0.044
H (-2.51937, 0.26177, 2.22074)  0.094
S (2.87628, 0.43071, -2.54225)  0.358
H (2.38182, 1.75405, -2.53715)  -0.190
H (2.17310, 0.08086, -3.74948)  -0.168

E_LUMO, eV: 0.80
E_HOMO, eV: -9.8186
Charge: 0

four | An isolated molecule of C2H6S. Source: the OMol25 dataset; level of theory: ωB97M-V with the def2-TZVPD basis set.

Each line ends with the Löwdin charge.
Geometry (Å):
C (0.03675, -0.77919, 1.16761)  -0.434
S (0.68857, 0.79491, 0.57556)  0.737
C (0.01257, 0.84400, -1.07496)  -0.479
H (-0.35279, -1.37422, 0.34485)  0.030
H (-0.69797, -0.74491, 1.96949)  0.029
H (0.89186, -1.33386, 1.55950)  0.022
H (-0.07478, -0.13956, -1.54459)  0.031
H (-0.98849, 1.30426, -1.13308)  0.034
H (0.48428, 1.42856, -1.86439)  0.031

E_LUMO, eV: 1.17
E_HOMO, eV: -8.4953
Charge: 0

Stability, highest: four